1.
Molecular formula: C23H31BrCrN3OS4Si2Te
Method: DFT, ωB97M-V/def2-TZVPD

Geometry as ORCA input:
```
! wB97M-V def2-TZVPD RIJCOSX def2/J DEFGRID3
* xyz 0 4
Cr 1.0989 1.5215 -2.1254
S 3.4250 1.1972 -1.8829
S 4.1216 3.1291 -1.6362
S 2.6028 4.1546 -2.5459
S 1.0163 3.7032 -1.3137
Br 0.0692 -2.6630 2.6547
C -0.7984 -3.2071 1.0629
C -1.8854 -2.4788 0.6046
C -2.4950 -2.8356 -0.5863
C -2.0200 -3.9276 -1.3067
C -0.9851 -4.6974 -0.7943
C -0.3503 -4.3259 0.3814
N -2.6217 -4.3681 -2.5375
N -2.7894 -3.5848 -3.4827
C -2.2241 -2.2677 -3.4201
C -3.0675 -1.1871 -3.4377
C -2.6056 0.1205 -3.2167
C -1.2616 0.3624 -2.9996
O -0.7463 1.5398 -2.7398
C -0.3713 -0.7522 -3.0949
N 0.9505 -0.4530 -2.9338
C 1.8477 -1.4021 -3.0798
C 1.4893 -2.7232 -3.3947
C 0.1681 -3.0522 -3.5085
C -0.8225 -2.0584 -3.3385
H -2.2497 -1.6361 1.1765
H -3.3299 -2.2569 -0.9567
H -0.6672 -5.5789 -1.3368
H 0.4798 -4.9022 0.7651
H -4.1290 -1.3665 -3.5603
H -3.2957 0.9534 -3.1968
H 2.8852 -1.1193 -2.9501
H 2.2649 -3.4630 -3.5316
H -0.1250 -4.0652 -3.7502
C -3.4526 1.9532 2.2533
Si -2.0030 2.3353 1.1252
C -2.6520 2.7590 -0.5668
C -1.0267 3.7564 1.8476
C -1.0232 0.7117 1.1128
Te 0.9263 0.4314 0.2948
C 2.0330 1.7848 1.4965
Si 3.0752 0.9213 2.8054
C 1.9337 -0.0526 3.9259
C 4.3024 -0.2116 1.9712
C 3.9518 2.2597 3.7741
H -4.1358 2.8045 2.3006
H -3.1252 1.7318 3.2715
H -4.0213 1.0944 1.8890
H -3.2591 3.6651 -0.4902
H -3.2931 1.9605 -0.9486
H -1.8696 2.9332 -1.3051
H -1.6976 4.6080 1.9877
H -0.2249 4.0807 1.1813
H -0.5996 3.5135 2.8236
H -1.6274 -0.0335 0.5852
H -0.9246 0.3514 2.1421
H 1.3120 2.4705 1.9381
H 2.6383 2.3587 0.7922
H 1.4070 -0.8389 3.3781
H 1.1866 0.5953 4.3916
H 2.4992 -0.5325 4.7278
H 3.8108 -0.8865 1.2664
H 4.8330 -0.8208 2.7060
H 5.0396 0.3653 1.4087
H 3.2372 2.9356 4.2485
H 4.5922 2.8542 3.1193
H 4.5791 1.8314 4.5591
*
```

As for the max |F|: 0.50 eV/Å. As for the gap between HOMO and LUMO (spin up / spin down): 6.389 / 7.002 eV. For the HOMO energy (spin up / spin down), the calculation gives -0.281 / -0.288 Ha. The energy above the lowest of the compared OMol25 structures with the same formula, charge and spin is 0.00 kcal per mole. As for the expectation value of S²: 3.90. As for the LUMO energy (spin up / spin down): -1.25 / -0.83 eV. The total energy comes out at -195728.67916 eV.

2.
Molecular formula: C23H31Cl2N4O3Sc
Method: DFT, ωB97M-V/def2-TZVPD

Geometry as ORCA input:
```
! wB97M-V def2-TZVPD RIJCOSX def2/J DEFGRID3
* xyz 0 1
O 0.8382 0.9076 -0.8532
C 1.2430 1.4369 -2.0546
C 1.4346 2.9570 -1.9800
C 1.1916 3.6623 -0.7980
H 0.9662 3.1087 0.1145
C 1.1794 5.0602 -0.8288
H 0.9911 5.6022 0.0989
C 1.4009 5.7434 -2.0251
H 1.3258 6.8328 -2.0564
C 1.7271 5.0348 -3.1917
H 1.9448 5.5556 -4.1219
C 1.7627 3.6428 -3.1583
H 1.9870 3.0520 -4.0516
H 2.2085 0.9918 -2.3564
C 0.5529 -0.2178 -3.9063
C 0.2723 1.0685 -3.2073
H 0.1430 -0.2418 -4.9275
H 0.0731 -1.0377 -3.3403
H 1.6402 -0.4030 -3.9428
C -0.7936 1.8597 -3.4383
C -1.9823 1.5088 -4.2709
H -0.8337 2.8540 -2.9843
H -2.0860 2.1697 -5.1484
H -2.8932 1.6513 -3.6674
H -1.9442 0.4622 -4.6033
Sc -0.5049 -0.2047 0.0858
Cl -2.1103 1.5659 0.2444
Cl -1.6215 -1.3598 -1.6544
C -2.7498 -1.4458 1.6114
O -1.5061 -1.5882 1.4774
N -3.4883 -2.1587 2.4554
C -2.9954 -3.4022 3.0295
C -4.8952 -1.8540 2.6744
H -3.2935 -0.6843 1.0274
H -1.9501 -3.5440 2.7509
H -3.6034 -4.2349 2.6486
H -3.1039 -3.3632 4.1200
H -5.1053 -0.8576 2.2734
H -5.1225 -1.8771 3.7467
H -5.5359 -2.5862 2.1626
H 1.7936 -4.9119 -0.6300
H 4.4028 -3.9730 -0.3869
C 1.7686 -4.0987 -1.3666
C 4.0554 -3.1680 -1.0506
N 2.6165 -2.9840 -0.9521
H 0.7412 -3.7664 -1.5235
C 2.1478 -1.9334 -0.2709
O 0.9657 -1.8350 0.1431
H 4.5227 -2.2241 -0.7544
H 2.8987 -1.1411 -0.0911
H 2.1781 -4.4942 -2.3016
H 4.3350 -3.4134 -2.0809
N 3.3324 -0.5572 5.9706
C 2.3217 -0.3539 5.4121
C 1.0799 -0.0773 4.7322
C -0.1133 0.0290 5.4684
C -1.2508 0.4816 4.8123
C -1.1581 0.7254 3.4330
N -0.0769 0.4229 2.7054
C 1.0509 0.0911 3.3365
H -0.1237 -0.2268 6.5319
H -2.2021 0.6414 5.3157
H -1.9928 1.1525 2.8753
H 1.9439 -0.0528 2.7183
*
```

As for the max |F|: 2.76 eV/Å. As for the gap between HOMO and LUMO: 7.177 eV. For the HOMO energy, the calculation gives -0.279 Ha. The energy above the lowest of the compared OMol25 structures with the same formula, charge and spin is 0.00 kcal per mole. As for the LUMO energy: -0.41 eV. The total energy comes out at -82208.02688 eV.